Entry 1:
Density functional theory data (wB97M-V/def2-TZVPD) for 12 unconnected molecules or ions with the total composition C14H31Cl22N3O3P at a distorted geometry.

Output
**LUMO level**: -6.54 eV
**Maximum force**: 7.50 eV/A
**Charge**: +1
**Highest occupied orbital energy**: -0.433 hartree

```
74
Properties=species:S:1:pos:R:3:lowdin_charge:R:1
O 3.06852 -0.48756 -2.65656 -0.3467
P 1.62439 -0.66481 -3.34946 0.7772
O 0.54073 -1.68583 -2.44523 -0.2241
O 0.90868 0.96022 -3.31204 -0.1686
N 1.84750 -1.20494 -5.06274 -0.0072
C 2.17861 -2.48136 -5.44545 -0.1855
N 1.50917 -3.48726 -6.35525 0.0924
C 2.40447 -4.71585 -6.39784 -0.1393
C 3.87276 -3.94227 -6.20613 -0.1109
N 3.47302 -3.10653 -4.97326 0.0131
H 0.81263 -2.65242 -2.47197 0.0523
H 0.99919 1.37044 -4.23588 0.1014
H 1.74981 -0.43632 -5.79141 0.1701
H 0.48179 -3.64088 -6.25344 0.1645
H 2.35339 -5.39328 -5.41961 0.1488
H 2.39924 -5.35648 -7.38642 0.1534
H 3.86040 -3.14335 -7.06174 0.1393
H 4.80282 -4.65775 -6.09221 0.1630
H 3.10861 -3.71142 -4.19041 0.1295
C -1.83351 -1.64441 -0.33964 -1.0418
Cl -3.45345 -0.98573 -0.59840 0.5240
Cl -1.89500 -3.12221 0.62868 0.5233
H -1.38329 -1.87257 -1.30873 -0.0119
H -1.22669 -0.90131 0.18340 0.0338
C 3.02247 -2.02229 0.38600 -0.9959
Cl 2.50639 -3.41419 -0.57382 0.5298
Cl 2.27241 -2.04024 1.98676 0.5232
H 4.10855 -2.05296 0.50170 0.0328
H 2.73236 -1.10528 -0.13258 0.0132
C -2.21673 2.82115 -1.48520 -1.0258
Cl -2.81038 3.05271 0.16373 0.5445
Cl -2.64718 4.19240 -2.51461 0.5148
H -1.12883 2.72219 -1.46101 0.0202
H -2.66081 1.91249 -1.89888 0.0109
C -2.96330 3.61825 3.69029 -1.0575
Cl -3.03351 2.48218 5.04285 0.5021
Cl -4.20059 4.87117 3.84716 0.5059
H -1.97837 4.09104 3.67360 0.0303
H -3.12626 3.07201 2.75805 -0.0465
C -1.96498 6.92775 -4.84720 -1.0461
Cl -3.66635 6.44942 -4.80783 0.4833
Cl -1.46812 7.37637 -6.48341 0.5034
H -1.82082 7.78426 -4.18424 0.0342
H -1.35189 6.08995 -4.50631 0.0001
C -7.06156 0.17070 -0.27919 -1.0310
Cl -8.76293 -0.30764 -0.23982 0.5197
Cl -6.56469 0.61931 -1.91540 0.4987
H -6.91740 1.02720 0.38377 0.0334
H -6.44847 -0.66711 0.06170 0.0068
C 2.77192 -3.62606 5.56423 -1.0608
Cl 1.15198 -2.96738 5.30547 0.5197
Cl 2.71044 -5.10386 6.53255 0.5240
H 3.22214 -3.85422 4.59515 -0.0146
H 3.37875 -2.88296 6.08727 -0.0222
C 5.09701 -0.51470 4.03088 -1.0002
Cl 5.34479 -2.22550 3.66105 0.5384
Cl 4.25396 -0.31265 5.57158 0.5630
H 6.06899 -0.01903 4.08955 -0.0129
H 4.49923 -0.06187 3.23614 0.0248
C -1.13746 -2.48049 8.17457 -1.0484
Cl -2.75740 -1.82182 7.91581 0.4954
Cl -1.19894 -3.95830 9.14289 0.4992
H -0.68724 -2.70866 7.20548 -0.0456
H -0.53063 -1.73740 8.69761 0.0308
C 6.47679 2.49490 5.59661 -1.0363
Cl 6.88568 3.62304 4.29849 0.5076
Cl 7.74791 1.28526 5.81189 0.5231
H 6.35556 3.05316 6.52803 0.0362
H 5.54188 1.98784 5.34594 -0.0331
C -7.95183 4.12799 -1.65071 -1.0352
Cl -6.58952 4.70161 -2.62030 0.4844
Cl -7.93803 4.85718 -0.04030 0.5028
H -8.88414 4.39497 -2.15412 0.0331
H -7.88463 3.04201 -1.55014 -0.0275
```

Entry 2:
Density functional theory data (wB97M-V/def2-TZVPD) for a molecular structure, CNO4RhS2 at a distorted geometry.

Output
**<S²>**: 6.045
**LUMO level (spin up / spin down)**: -11.20 / -12.71 eV
**Spin multiplicity**: 5
**Maximum force**: 4.56 eV/A
**Charge**: +2
**Highest occupied orbital energy (spin up / spin down)**: -0.714 / -0.759 hartree

```
9
Properties=species:S:1:pos:R:3:mulliken_spin:R:1
Rh -1.32958 0.30560 0.80373 2.6504
N 1.05618 -1.85662 -0.01018 -0.1524
S -0.30748 -2.18867 -0.71004 0.3492
O -1.45371 -1.21175 -0.32698 0.3392
S 1.60119 -0.74988 0.96866 0.3861
O 0.53450 0.36490 1.25872 0.3412
O -1.11014 1.91898 -0.32451 0.0514
C -0.24738 2.64983 -0.66003 0.0142
O 0.48048 3.35816 -1.20134 0.0207
```

Entry 3:
Density functional theory data (wB97M-V/def2-TZVPD) for C2H5NO in the gas phase at a distorted geometry.

Output
**<S²>**: 2.008
**LUMO level (spin up / spin down)**: 1.09 / -0.76 eV
**Spin multiplicity**: 3
**Maximum force**: 5.41 eV/A
**Energy relative to the best compared isomer or geometry (same formula, charge and spin)**: 0.000 eV
**Highest occupied orbital energy (spin up / spin down)**: -0.300 / -0.365 hartree

```
9
Properties=species:S:1:pos:R:3:mulliken_spin:R:1
C 0.57658 0.13582 -0.49083 -0.0541
C -0.03580 -0.50769 0.72775 0.8880
N -0.33496 1.22243 -0.98111 0.5300
O -0.13631 2.45683 -0.81996 0.5525
H 1.53702 0.42890 -0.43547 0.0268
H 0.34661 -0.63122 -1.20055 0.0252
H -0.01073 0.05623 1.63188 0.0367
H -0.90766 -1.16379 0.72692 0.0284
H -1.27799 0.89845 -0.90359 -0.0336
```